Model A:
Computed, not measured: a cluster of 2 separate species, C2H6O3 in total, with wB97M-V/def2-TZVPD.

The geometry in XYZ format:
```
11
Properties=species:S:1:pos:R:3
O -1.913 -2.907 0.513
C -1.367 -1.870 0.199
O -0.041 -1.742 -0.133
H -1.905 -0.874 0.165
H 0.216 -0.872 0.265
C 1.068 1.378 -0.484
O 0.299 0.834 0.621
H 0.372 1.721 -1.242
H 1.716 0.558 -0.908
H 1.653 2.189 -0.114
H -0.098 1.586 1.118
```

Computed properties:
spin multiplicity: 1
highest occupied orbital energy: -10.4 eV
charge: 0
orbital gap: 10.69 eV
lowest unoccupied orbital energy: 0.34 eV

=====

Model B:
Computed, not measured: a cluster of 2 separate species, C2H6O3 in total, with wB97M-V/def2-TZVPD.

The geometry in XYZ format:
```
11
Properties=species:S:1:pos:R:3
O -3.492 0.174 0.366
C -2.304 0.190 0.470
O -1.563 1.145 -0.111
H -1.699 -0.513 1.057
H -0.619 0.897 -0.146
C 1.844 -0.403 0.053
O 1.048 0.351 -0.890
H 1.437 -1.412 0.144
H 2.892 -0.487 -0.236
H 1.733 0.215 0.929
H 0.721 -0.157 -1.636
```

Computed properties:
spin multiplicity: 1
highest occupied orbital energy: -10.5 eV
charge: 0
orbital gap: 11.01 eV
lowest unoccupied orbital energy: 0.47 eV

=====

The structure with the greatest stability is model B.

=====

Model A:
Computed, not measured: the molecule C2H8N4O, with wB97M-V/def2-TZVPD.

The geometry in XYZ format:
```
15
Properties=species:S:1:pos:R:3
C -0.603 0.730 -0.911
N -1.461 1.515 -1.560
N 0.483 -1.843 -0.009
O 0.557 1.226 -0.671
H -1.261 2.493 -1.758
H -2.392 1.180 -1.741
H -0.043 -1.491 -0.810
H 0.714 -2.753 0.368
N -0.578 -0.103 1.641
C 1.539 0.191 0.328
N 0.807 -0.815 0.887
H -1.407 -0.420 1.132
H -0.495 -0.700 2.459
H 2.267 -0.129 -0.414
H 1.874 0.919 1.060
```

Computed properties:
spin multiplicity: 1
highest occupied orbital energy: -7.5 eV
charge: 0
orbital gap: 8.58 eV
lowest unoccupied orbital energy: 1.04 eV

=====

Model B:
Computed, not measured: a structure of composition C2H8N4O, with wB97M-V/def2-TZVPD.

The geometry in XYZ format:
```
15
Properties=species:S:1:pos:R:3
C 1.408 0.769 -0.110
N 2.223 0.767 1.056
O 0.658 1.783 -0.393
H -0.726 1.496 0.094
H 1.776 1.232 1.837
H 3.174 1.073 0.896
H 1.940 0.321 -0.964
H 0.500 -0.230 0.244
C -1.244 -1.585 -0.245
N -0.851 -0.435 0.461
N -1.476 0.697 0.190
N -2.281 -1.582 -0.971
H -2.050 0.612 -0.658
H -2.436 -2.472 -1.437
H -0.616 -2.444 0.000
```

Computed properties:
spin multiplicity: 1
highest occupied orbital energy (spin up / spin down): -8.4 / -8.4 eV
charge: 0
orbital gap (spin up / spin down): 7.54 / 7.53 eV
lowest unoccupied orbital energy (spin up / spin down): -0.88 / -0.88 eV

=====

Model C:
Computed, not measured: the molecule C2H8N4O, with wB97M-V/def2-TZVPD.

The geometry in XYZ format:
```
15
Properties=species:S:1:pos:R:3
N -1.946 -0.079 0.461
C -0.689 0.391 0.077
N -0.618 1.755 -0.198
C 0.307 -0.492 -0.203
N 0.104 -1.878 0.008
N 1.629 -0.097 -0.529
O 2.224 0.650 0.586
H -2.726 0.519 0.226
H -2.118 -1.024 0.147
H -1.328 2.139 -0.802
H 0.300 2.122 -0.387
H 0.883 -2.404 -0.371
H -0.014 -2.122 0.988
H 1.636 0.593 -1.277
H 2.357 -0.073 1.273
```

Computed properties:
spin multiplicity: 1
highest occupied orbital energy: -7.1 eV
charge: 0
orbital gap: 8.04 eV
lowest unoccupied orbital energy: 0.89 eV

=====

The structure with the greatest stability is model C.

=====

Model A:
Computed, not measured: the molecule C22H24N2O2, with wB97M-V/def2-TZVPD.

The geometry in XYZ format:
```
50
Properties=species:S:1:pos:R:3
C 6.338 -0.289 -1.333
O 5.449 -0.776 -2.306
C 4.166 -1.054 -1.934
C 3.658 -0.907 -0.648
C 2.336 -1.218 -0.388
C 1.497 -1.680 -1.396
N 0.173 -1.981 -1.067
C -0.879 -2.243 -1.880
O -0.842 -2.347 -3.087
C -2.167 -2.470 -1.075
C -2.158 -3.944 -0.661
N -2.197 -1.562 0.069
C -3.263 -1.851 1.010
C -2.286 -0.175 -0.377
C -1.902 0.797 0.707
C -0.919 0.451 1.655
C -0.529 1.335 2.619
C -1.097 2.624 2.691
C -0.714 3.564 3.669
C -1.290 4.803 3.709
C -2.275 5.156 2.773
C -2.668 4.266 1.813
C -2.092 2.980 1.744
C -2.475 2.040 0.766
C 2.006 -1.830 -2.684
C 3.322 -1.519 -2.944
H 7.284 -0.132 -1.850
H 6.486 -1.012 -0.524
H 5.994 0.662 -0.913
H 4.277 -0.549 0.160
H 1.952 -1.095 0.615
H -0.084 -1.859 -0.093
H -3.019 -2.300 -1.756
H -1.397 -4.120 0.097
H -3.125 -4.255 -0.276
H -1.928 -4.552 -1.533
H -3.276 -1.070 1.769
H -3.075 -2.802 1.504
H -4.252 -1.885 0.529
H -3.298 0.063 -0.747
H -1.597 -0.038 -1.218
H -0.489 -0.539 1.617
H 0.224 1.059 3.343
H 0.044 3.286 4.387
H -0.992 5.519 4.460
H -2.719 6.140 2.819
H -3.425 4.535 1.091
H -3.234 2.322 0.049
H 1.362 -2.183 -3.472
H 3.728 -1.629 -3.937
```

Computed properties:
spin multiplicity: 1
highest occupied orbital energy: -7.8 eV
charge: 0
orbital gap: 8.37 eV
lowest unoccupied orbital energy: 0.53 eV

=====

Model B:
Computed, not measured: the molecule C22H24N2O2, with wB97M-V/def2-TZVPD.

The geometry in XYZ format:
```
50
Properties=species:S:1:pos:R:3
C 3.994 2.949 -0.736
C 3.890 1.628 -1.503
C 3.912 0.449 -0.567
C 5.069 -0.307 -0.447
C 5.148 -1.374 0.429
C 4.052 -1.703 1.205
C 2.885 -0.969 1.103
C 2.809 0.109 0.227
N 1.621 0.847 0.099
C 0.608 0.971 0.998
O 0.604 0.483 2.105
C -0.557 1.807 0.482
C -1.873 1.085 0.832
C -1.886 -0.355 0.368
C -1.255 -0.781 -0.796
C -1.293 -2.106 -1.176
C -1.971 -3.048 -0.403
O -1.943 -4.328 -0.865
C -2.602 -5.325 -0.122
C -2.614 -2.629 0.755
C -2.564 -1.297 1.127
N -3.004 1.811 0.302
C -3.722 2.742 0.985
C -4.668 3.267 0.149
C -4.515 2.629 -1.097
C -3.481 1.743 -0.970
H 3.180 3.056 -0.023
H 3.969 3.792 -1.423
H 4.930 2.982 -0.183
H 2.983 1.626 -2.117
H 4.736 1.551 -2.188
H 5.926 -0.049 -1.053
H 6.062 -1.944 0.504
H 4.099 -2.535 1.891
H 2.028 -1.219 1.705
H 1.553 1.391 -0.749
H -0.495 1.986 -0.592
H -0.546 2.775 0.989
H -1.964 1.085 1.925
H -0.725 -0.083 -1.425
H -0.799 -2.439 -2.075
H -2.443 -6.253 -0.669
H -2.180 -5.421 0.884
H -3.676 -5.128 -0.049
H -3.150 -3.325 1.380
H -3.063 -0.988 2.034
H -3.508 2.959 2.013
H -5.391 4.019 0.398
H -5.100 2.801 -1.979
H -3.067 1.059 -1.684
```

Computed properties:
spin multiplicity: 1
highest occupied orbital energy: -8.2 eV
charge: 0
orbital gap: 8.79 eV
lowest unoccupied orbital energy: 0.61 eV

=====

The structure with the greatest stability is model A.

=====

Model A:
Computed, not measured: a cluster of 2 separate species, C2H7N2S in total, with wB97M-V/def2-TZVPD.

The geometry in XYZ format:
```
12
Properties=species:S:1:pos:R:3
C -1.837 0.626 -1.221
S -2.176 -0.122 0.390
H -0.838 1.067 -1.415
H -1.829 -0.079 -2.075
H -2.543 1.427 -1.482
N 0.828 -0.567 1.616
C 1.302 -0.760 0.311
N 2.540 -0.460 0.018
H 1.570 -0.089 2.094
H -0.202 -0.582 1.575
H 0.450 -0.830 -0.393
H 2.735 0.368 0.584
```

Computed properties:
spin multiplicity: 1
highest occupied orbital energy: -2.8 eV
charge: -1
orbital gap: 7.01 eV
lowest unoccupied orbital energy: 4.23 eV

=====

Model B:
Computed, not measured: a cluster of 2 separate species, C2H7N2S in total, with wB97M-V/def2-TZVPD.

The geometry in XYZ format:
```
12
Properties=species:S:1:pos:R:3
C 3.417 1.007 -0.193
S 1.577 1.178 0.073
H 3.523 0.685 -1.160
H 3.650 0.086 0.356
H 3.884 1.832 0.470
N -1.155 -1.168 0.050
C -2.522 -0.924 0.204
N -3.584 -1.508 -0.293
H -0.979 -2.117 -0.264
H -0.573 -0.467 0.492
H -2.678 0.166 0.631
H -4.253 -0.805 -0.059
```

Computed properties:
spin multiplicity: 1
highest occupied orbital energy: -2.4 eV
charge: -1
orbital gap: 6.27 eV
lowest unoccupied orbital energy: 3.88 eV

=====

The structure with the greatest stability is model A.